No. 1
Molecular formula: C23H37ClN2O3SiTl
Method: DFT, the ωB97M-V functional and the def2-TZVPD basis

```
! wB97M-V def2-TZVPD RIJCOSX def2/J DEFGRID3
* xyz -1 1
Tl 0.13 -0.09 -0.16
Cl 1.84 -0.21 -1.93
N 0.15 2.21 -0.32
N -0.09 -2.39 -0.06
C -0.86 2.93 -0.74
C -0.84 -3.10 -0.87
C 1.24 3.11 0.11
C 0.50 4.43 0.25
C 2.32 3.19 -0.96
C 1.86 2.64 1.41
H 1.89 3.46 -1.93
H 2.85 2.24 -1.06
H 3.03 3.97 -0.65
H 1.09 2.60 2.19
H 2.64 3.35 1.71
H 2.32 1.65 1.30
C 0.93 -3.26 0.57
C 0.67 -4.60 -0.12
C 0.66 -3.37 2.05
C 2.32 -2.70 0.35
H 2.54 -2.62 -0.72
H 3.05 -3.36 0.85
H 2.42 -1.70 0.79
H -0.38 -3.65 2.24
H 0.86 -2.40 2.53
H 1.32 -4.14 2.49
O -0.46 -4.36 -1.01
H 0.36 -5.41 0.57
H 1.50 -4.94 -0.75
O -0.76 4.22 -0.48
H 0.99 5.31 -0.22
H 0.24 4.67 1.29
C -2.08 2.44 -1.46
C -2.05 -2.60 -1.59
C -1.77 -1.29 -2.26
H -2.82 -2.48 -0.81
H -2.36 -3.36 -2.31
C -2.06 -0.08 -1.59
C -1.79 1.17 -2.21
H -2.54 -0.10 -0.60
C -1.23 1.19 -3.48
C -0.96 -0.01 -4.13
C -0.90 2.48 -4.17
C -1.19 -1.25 -3.53
H -0.52 0.01 -5.13
C -0.80 -2.51 -4.24
H -0.50 -2.25 -5.27
H -1.62 -3.22 -4.29
H 0.06 -3.00 -3.76
H -1.73 3.18 -4.16
H -0.65 2.26 -5.22
H -0.02 2.98 -3.73
H -2.39 3.24 -2.16
H -2.87 2.29 -0.70
C 1.49 0.08 4.22
Si -0.32 0.24 3.59
C -1.19 -1.24 4.41
C -1.06 1.87 4.17
O -0.26 0.12 1.99
H 1.54 0.09 5.32
H 2.11 0.90 3.83
H 1.91 -0.87 3.87
H -1.33 -1.07 5.49
H -2.17 -1.42 3.96
H -0.59 -2.16 4.30
H -0.48 2.75 3.86
H -2.09 2.02 3.80
H -1.12 1.91 5.27
*
```

Calculated values
E_tot = -2156.08616 Eh
HOMO energy (spin up / spin down) = -0.91 / -0.92 eV

Atomic partial charges in e from the Mulliken method, atoms 1 to 4: atom 1 (Tl): 1.180, atom 2 (Cl): -0.497, atom 3 (N): 0.113, atom 4 (N): -0.156


No. 2
Molecular formula: C28H39Cl3N2O3PPt
Method: DFT, the ωB97M-V functional and the def2-TZVPD basis

```
! wB97M-V def2-TZVPD RIJCOSX def2/J DEFGRID3
* xyz 3 1
Pt -0.50 0.77 1.22
Cl 2.79 6.27 4.64
C 2.06 4.84 4.17
C 1.58 4.71 2.84
C 0.99 3.55 2.47
Cl 0.41 3.35 0.85
C 0.85 2.43 3.36
O 0.30 1.33 3.04
C 1.34 2.62 4.71
Cl 1.15 1.32 5.80
C 1.93 3.78 5.09
H 1.68 5.54 2.15
H 2.30 3.90 6.10
C -3.10 -0.61 -5.05
C -3.38 -1.53 -3.85
C -4.89 -1.68 -3.68
C -2.76 -2.92 -4.10
C -2.73 -0.90 -2.64
C -3.46 -0.31 -1.60
C -2.81 0.24 -0.51
N -1.48 0.25 -0.44
C -0.73 -0.26 -1.44
C -1.33 -0.85 -2.53
C 0.70 -0.07 -1.25
C 1.68 -0.38 -2.17
C 3.03 -0.14 -1.89
C 3.32 0.44 -0.65
C 2.31 0.74 0.23
N 1.02 0.50 -0.07
C 4.14 -0.43 -2.89
C 3.63 -1.24 -4.08
C 5.26 -1.21 -2.18
C 4.67 0.93 -3.38
H -3.52 -1.06 -5.95
H -2.03 -0.48 -5.22
H -3.55 0.37 -4.92
H -5.30 -2.16 -4.56
H -5.39 -0.72 -3.57
H -5.14 -2.31 -2.82
H -3.30 -3.42 -4.89
H -2.81 -3.55 -3.21
H -1.71 -2.85 -4.42
H -4.54 -0.28 -1.63
H -3.35 0.68 0.31
H -0.71 -1.26 -3.31
H 1.39 -0.83 -3.11
H 4.34 0.65 -0.36
H 2.51 1.17 1.20
H 3.20 -2.19 -3.78
H 4.47 -1.46 -4.74
H 2.91 -0.68 -4.68
H 4.88 -2.12 -1.71
H 5.77 -0.61 -1.43
H 6.00 -1.50 -2.92
H 3.89 1.52 -3.86
H 5.46 0.76 -4.11
H 5.10 1.51 -2.56
C -4.13 -1.16 3.47
P -2.61 -0.25 3.67
C -2.98 1.39 4.25
C -1.59 -1.09 4.85
O -1.91 -0.21 2.27
H -4.58 -1.33 4.45
H -3.92 -2.12 3.00
H -4.84 -0.60 2.86
H -3.55 1.32 5.18
H -3.59 1.92 3.52
H -2.06 1.94 4.44
H -2.07 -1.08 5.83
H -0.61 -0.59 4.92
H -1.45 -2.13 4.55
C 2.25 -1.63 2.89
O 1.06 -1.47 2.09
H 2.72 -2.59 2.70
H 2.03 -1.54 3.96
H 2.94 -0.84 2.61
H 0.39 -2.06 2.44
*
```

Calculated values
E_tot = -3265.88083 Eh
Relative energy (zero: lowest compared OMol25 entry of this formula, charge and spin) = 151.94 kJ/mol
HOMO energy (spin up / spin down) = -17.00 / -16.94 eV

Atomic partial charges in e from the Mulliken method, atoms 1 to 4: atom 1 (Pt): 1.784, atom 2 (Cl): 0.021, atom 3 (C): 0.524, atom 4 (C): -0.740


No. 3
Molecular formula: C47H51BClN13O4W
Method: DFT, the ωB97M-V functional and the def2-TZVPD basis

```
! wB97M-V def2-TZVPD RIJCOSX def2/J DEFGRID3
* xyz 1 4
W 0.86 -0.85 0.99
C 2.83 0.24 4.98
C 1.80 -0.31 4.22
N 1.94 0.02 2.94
N 3.04 0.81 2.86
C 3.60 0.94 4.07
B 3.38 1.55 1.54
N 2.04 2.11 0.96
C 1.81 3.36 0.54
C 0.47 3.48 0.21
C -0.05 2.22 0.46
N 0.89 1.40 0.89
N 3.90 0.54 0.50
C 5.09 0.36 -0.09
C 4.91 -0.47 -1.17
C 3.55 -0.76 -1.16
N 2.94 -0.18 -0.14
N 4.32 2.71 1.83
C 4.07 3.71 2.72
C 5.13 4.57 2.70
C 6.01 4.01 1.75
N 5.52 2.90 1.23
H 2.99 0.16 6.04
H 0.97 -0.91 4.54
H 4.50 1.52 4.21
H 2.61 4.09 0.51
H -0.04 4.35 -0.16
H -1.07 1.89 0.38
H 5.96 0.88 0.28
H 5.65 -0.81 -1.87
H 3.01 -1.33 -1.89
H 3.16 3.73 3.30
H 5.26 5.47 3.28
H 6.97 4.38 1.42
Cl 4.11 -6.47 -2.30
C 3.51 -5.20 -1.29
C 4.18 -4.91 -0.07
C 3.73 -3.93 0.77
C 2.59 -3.18 0.42
O 2.14 -2.30 1.25
C 1.97 -3.42 -0.84
C 1.02 -2.53 -1.37
O 0.69 -1.43 -0.84
C 2.43 -4.48 -1.67
H 5.06 -5.49 0.20
H 4.22 -3.72 1.71
H 0.58 -2.71 -2.35
H 1.95 -4.67 -2.61
C -2.96 -5.26 0.11
N -1.95 -4.48 0.85
C -1.63 -4.81 2.13
C -0.83 -4.06 2.90
C -0.37 -2.85 2.30
O 0.26 -1.92 2.85
N -0.63 -2.56 1.02
C -1.38 -3.36 0.21
O -1.57 -3.16 -0.97
H -2.85 -6.31 0.36
H -2.80 -5.11 -0.95
H -3.96 -4.92 0.37
H -2.07 -5.74 2.48
H -0.57 -4.33 3.91
C -0.95 2.68 -6.23
C -0.31 2.20 -4.95
C 1.05 2.40 -4.71
C 1.65 1.97 -3.52
C 3.13 2.17 -3.28
C 0.86 1.35 -2.57
C -0.54 1.16 -2.74
C -1.09 1.58 -3.99
N -1.18 0.63 -1.68
C -2.64 0.48 -1.64
C -2.97 -0.05 -0.23
C -4.46 -0.32 -0.05
C -4.93 -1.35 -1.09
C -4.64 -0.80 -2.49
C -5.38 0.53 -2.70
C -4.93 1.54 -1.64
C -5.22 0.99 -0.24
C -3.42 1.80 -1.80
C -3.13 -0.59 -2.64
H -0.19 3.04 -6.93
H -1.64 3.50 -6.03
H -1.51 1.88 -6.72
H 1.65 2.89 -5.46
H 3.51 3.00 -3.88
H 3.69 1.27 -3.56
H 3.34 2.37 -2.23
H 1.30 1.01 -1.65
H -2.13 1.41 -4.21
H -2.66 0.70 0.51
H -2.38 -0.95 -0.07
H -4.63 -0.70 0.96
H -6.00 -1.54 -0.97
H -4.40 -2.29 -0.95
H -4.97 -1.52 -3.24
H -6.46 0.37 -2.63
H -5.17 0.92 -3.70
H -5.46 2.48 -1.78
H -6.30 0.82 -0.13
H -4.92 1.71 0.52
H -3.08 2.51 -1.03
H -3.24 2.27 -2.77
H -2.90 -0.31 -3.67
H -2.60 -1.52 -2.43
N -0.12 2.45 3.52
C -1.23 1.66 3.55
C -2.37 2.11 4.26
C -3.45 1.29 4.38
C -3.40 0.02 3.79
C -2.29 -0.29 3.05
N -1.22 0.50 2.88
H -0.10 3.26 4.11
H 0.75 2.05 3.22
H -2.35 3.10 4.71
H -4.33 1.62 4.92
H -4.22 -0.69 3.89
H -2.27 -1.23 2.51
*
```

Calculated values
E_tot = -3386.51071 Eh
Relative energy (zero: lowest compared OMol25 entry of this formula, charge and spin) = 68.97 kJ/mol
HOMO energy (spin up / spin down) = -9.69 / -10.52 eV
<S²> = 3.812

Atomic partial charges in e from the Mulliken method, atoms 1 to 4: atom 1 (W): 2.762, atom 2 (C): -1.788, atom 3 (C): -0.854, atom 4 (N): 0.442


Number 3 is which compound?
C47H51BClN13O4W


What did the second record say?
Molecular formula: C28H39Cl3N2O3PPt
Method: DFT, the ωB97M-V functional and the def2-TZVPD basis

```
! wB97M-V def2-TZVPD RIJCOSX def2/J DEFGRID3
* xyz 3 1
Pt -0.50 0.77 1.22
Cl 2.79 6.27 4.64
C 2.06 4.84 4.17
C 1.58 4.71 2.84
C 0.99 3.55 2.47
Cl 0.41 3.35 0.85
C 0.85 2.43 3.36
O 0.30 1.33 3.04
C 1.34 2.62 4.71
Cl 1.15 1.32 5.80
C 1.93 3.78 5.09
H 1.68 5.54 2.15
H 2.30 3.90 6.10
C -3.10 -0.61 -5.05
C -3.38 -1.53 -3.85
C -4.89 -1.68 -3.68
C -2.76 -2.92 -4.10
C -2.73 -0.90 -2.64
C -3.46 -0.31 -1.60
C -2.81 0.24 -0.51
N -1.48 0.25 -0.44
C -0.73 -0.26 -1.44
C -1.33 -0.85 -2.53
C 0.70 -0.07 -1.25
C 1.68 -0.38 -2.17
C 3.03 -0.14 -1.89
C 3.32 0.44 -0.65
C 2.31 0.74 0.23
N 1.02 0.50 -0.07
C 4.14 -0.43 -2.89
C 3.63 -1.24 -4.08
C 5.26 -1.21 -2.18
C 4.67 0.93 -3.38
H -3.52 -1.06 -5.95
H -2.03 -0.48 -5.22
H -3.55 0.37 -4.92
H -5.30 -2.16 -4.56
H -5.39 -0.72 -3.57
H -5.14 -2.31 -2.82
H -3.30 -3.42 -4.89
H -2.81 -3.55 -3.21
H -1.71 -2.85 -4.42
H -4.54 -0.28 -1.63
H -3.35 0.68 0.31
H -0.71 -1.26 -3.31
H 1.39 -0.83 -3.11
H 4.34 0.65 -0.36
H 2.51 1.17 1.20
H 3.20 -2.19 -3.78
H 4.47 -1.46 -4.74
H 2.91 -0.68 -4.68
H 4.88 -2.12 -1.71
H 5.77 -0.61 -1.43
H 6.00 -1.50 -2.92
H 3.89 1.52 -3.86
H 5.46 0.76 -4.11
H 5.10 1.51 -2.56
C -4.13 -1.16 3.47
P -2.61 -0.25 3.67
C -2.98 1.39 4.25
C -1.59 -1.09 4.85
O -1.91 -0.21 2.27
H -4.58 -1.33 4.45
H -3.92 -2.12 3.00
H -4.84 -0.60 2.86
H -3.55 1.32 5.18
H -3.59 1.92 3.52
H -2.06 1.94 4.44
H -2.07 -1.08 5.83
H -0.61 -0.59 4.92
H -1.45 -2.13 4.55
C 2.25 -1.63 2.89
O 1.06 -1.47 2.09
H 2.72 -2.59 2.70
H 2.03 -1.54 3.96
H 2.94 -0.84 2.61
H 0.39 -2.06 2.44
*
```

Calculated values
E_tot = -3265.88083 Eh
Relative energy (zero: lowest compared OMol25 entry of this formula, charge and spin) = 151.94 kJ/mol
HOMO energy (spin up / spin down) = -17.00 / -16.94 eV

Atomic partial charges in e from the Mulliken method, atoms 1 to 4: atom 1 (Pt): 1.784, atom 2 (Cl): 0.021, atom 3 (C): 0.524, atom 4 (C): -0.740


Look up the E_tot of the third one.
-3386.51071 Eh